The following is a DFT calculation (ωB97M-V with the def2-TZVPD basis set) of a cluster of 13 separate species, C39H104O39S13 in total at a distorted geometry.

For the energy relative to the best compared isomer or geometry (same formula, charge and spin), the calculation gives 52.84 kcal per mole. For the frontier orbital gap, the calculation gives 9.9 eV.

Each atom is followed by the atoms it is bonded to, with distances in Å.
Element x y z (Å)
1 O -17.7934 -15.2981 -30.9328  S2 1.438
2 S -16.8660 -14.6463 -30.0486  O1 1.438, O3 1.433, O4 1.629, C7 1.820
3 O -17.3008 -14.3418 -28.7171  S2 1.433
4 O -15.5148 -15.5435 -29.8995  S2 1.629, C5 1.434
5 C -15.0553 -16.1505 -31.1148  O4 1.434, C6 1.529, H8 1.094, H9 1.089
6 C -14.4984 -17.5331 -30.7723  C5 1.529, H10 1.089, H11 1.086, H12 1.098
7 C -16.1709 -13.1418 -30.8003  S2 1.820, H13 1.089, H14 1.092, H15 1.086
8 H -14.2054 -15.5597 -31.4696  C5 1.094
9 H -15.7844 -16.1966 -31.9220  C5 1.089
10 H -13.6616 -17.4807 -30.0767  C6 1.089
11 H -14.3362 -18.1938 -31.6188  C6 1.086
12 H -15.2856 -18.0173 -30.1799  C6 1.098
13 H -15.3972 -12.7403 -30.1470  C7 1.089
14 H -16.9274 -12.3588 -30.8798  C7 1.092
15 H -15.7711 -13.3974 -31.7775  C7 1.086
16 O -18.8494 -9.3272 -27.0325  S17 1.442
17 S -17.5662 -9.6464 -26.4585  O16 1.442, O18 1.444, O19 1.629, C22 1.802
18 O -16.3589 -8.9939 -26.9077  S17 1.444
19 O -17.6982 -9.3815 -24.8569  S17 1.629, C20 1.430
20 C -16.5557 -9.4760 -24.0023  O19 1.430, C21 1.524, H23 1.094, H24 1.090
21 C -15.9139 -8.1208 -23.7328  C20 1.524, H25 1.089, H26 1.093, H27 1.088
22 C -17.3129 -11.4302 -26.4316  S17 1.802, H28 1.089, H29 1.088, H30 1.088
23 H -15.7746 -10.1700 -24.3248  C20 1.094
24 H -16.9227 -9.8950 -23.0650  C20 1.090
25 H -15.0768 -7.9226 -24.4011  C21 1.089
26 H -15.4282 -8.1493 -22.7545  C21 1.093
27 H -16.6919 -7.3617 -23.7683  C21 1.088
28 H -16.3159 -11.5746 -26.0175  C22 1.089
29 H -17.3367 -11.8092 -27.4511  C22 1.088
30 H -17.9816 -11.9282 -25.7324  C22 1.088
31 O -22.2378 -14.8292 -28.1412  S32 1.443
32 S -22.0383 -13.9465 -29.2645  O31 1.443, O33 1.452, O34 1.638, C37 1.813
33 O -22.6157 -14.2735 -30.5562  S32 1.452
34 O -22.6277 -12.4730 -28.8579  S32 1.638, C35 1.434
35 C -22.4505 -12.0111 -27.5116  O34 1.434, C36 1.532, H38 1.091, H39 1.094
36 C -22.0472 -10.5475 -27.7145  C35 1.532, H40 1.092, H41 1.086, H42 1.090
37 C -20.2735 -13.5462 -29.3709  S32 1.813, H43 1.088, H44 1.086, H45 1.087
38 H -21.7546 -12.6079 -26.9197  C35 1.091
39 H -23.4202 -12.0643 -27.0083  C35 1.094
40 H -21.6148 -10.1532 -26.7925  C36 1.092
41 H -22.9106 -9.9849 -28.0563  C36 1.086
42 H -21.2447 -10.5589 -28.4528  C36 1.090
43 H -19.7895 -14.5120 -29.4979  C37 1.088
44 H -19.9412 -12.9952 -28.4957  C37 1.086
45 H -20.0573 -12.9624 -30.2620  C37 1.087
46 O -20.2805 -15.2918 -34.6790  S47 1.449
47 S -20.9010 -15.0982 -33.3845  O46 1.449, O48 1.447, O49 1.636, C52 1.780
48 O -20.4819 -14.0327 -32.4993  S47 1.447
49 O -22.5062 -14.8794 -33.6092  S47 1.636, C50 1.426
50 C -23.0818 -15.5893 -34.7039  O49 1.426, C51 1.509, H53 1.094, H54 1.094
51 C -24.4974 -15.1014 -34.8893  C50 1.509, H55 1.090, H56 1.090, H57 1.093
52 C -20.9879 -16.5872 -32.4124  S47 1.780, H58 1.089, H59 1.086, H60 1.090
53 H -23.0558 -16.6831 -34.6746  C50 1.094
54 H -22.5179 -15.3546 -35.6113  C50 1.094
55 H -24.5694 -14.0159 -34.9532  C51 1.090
56 H -25.1795 -15.4570 -34.1170  C51 1.090
57 H -24.8893 -15.4625 -35.8436  C51 1.093
58 H -21.0372 -17.4894 -33.0200  C52 1.089
59 H -21.8379 -16.4343 -31.7544  C52 1.086
60 H -20.0472 -16.6948 -31.8723  C52 1.090
61 O -10.7273 -10.1817 -25.2180  S62 1.433
62 S -12.0546 -10.7195 -25.1559  O61 1.433, O63 1.444, O64 1.600, C67 1.840
63 O -13.1619 -9.8100 -24.9744  S62 1.444
64 O -12.2483 -11.6973 -26.4068  S62 1.600, C65 1.469
65 C -13.6208 -11.9033 -26.8871  O64 1.469, C66 1.532, H68 1.086, H69 1.087
66 C -13.5146 -13.2630 -27.5854  C65 1.532, H70 1.091, H71 1.094, H72 1.090
67 C -12.1328 -11.9944 -23.8317  S62 1.840, H73 1.088, H74 1.086, H75 1.086
68 H -13.9205 -11.0912 -27.5423  C65 1.086
69 H -14.2697 -12.0087 -26.0208  C65 1.087
70 H -12.7010 -13.9026 -27.2418  C66 1.091
71 H -13.2168 -13.1531 -28.6323  C66 1.094
72 H -14.4550 -13.8118 -27.5381  C66 1.090
73 H -13.1850 -12.2305 -23.6835  C67 1.088
74 H -11.7220 -11.6428 -22.8900  C67 1.086
75 H -11.5774 -12.8347 -24.2381  C67 1.086
76 O -18.9082 -19.5608 -26.4780  S77 1.421
77 S -17.7721 -19.1198 -27.2082  O76 1.421, O78 1.443, O79 1.600, C82 1.815
78 O -17.9415 -18.4478 -28.4738  S77 1.443
79 O -16.9324 -18.1643 -26.2375  S77 1.600, C80 1.434
80 C -16.0279 -17.2776 -26.9104  O79 1.434, C81 1.542, H83 1.089, H84 1.088
81 C -15.0495 -16.7471 -25.8438  C80 1.542, H85 1.090, H86 1.091, H87 1.089
82 C -16.6003 -20.4811 -27.4720  S77 1.815, H88 1.087, H89 1.086, H90 1.090
83 H -16.5517 -16.3979 -27.2808  C80 1.089
84 H -15.4391 -17.7412 -27.6994  C80 1.088
85 H -14.6268 -15.8152 -26.2201  C81 1.090
86 H -14.2604 -17.4863 -25.6980  C81 1.091
87 H -15.4911 -16.5416 -24.8703  C81 1.089
88 H -15.8360 -20.0945 -28.1406  C82 1.087
89 H -17.1250 -21.3723 -27.8037  C82 1.086
90 H -16.1459 -20.7291 -26.5126  C82 1.090
91 O -11.1680 -23.0665 -33.7312  S92 1.446
92 S -10.8425 -21.8247 -34.3969  O91 1.446, O93 1.434, O94 1.634, C97 1.826
93 O -11.4193 -21.5252 -35.6750  S92 1.434
94 O -11.2777 -20.6103 -33.3942  S92 1.634, C95 1.432
95 C -10.8521 -20.6553 -32.0280  O94 1.432, C96 1.526, H98 1.096, H99 1.088
96 C -11.6885 -19.6490 -31.2432  C95 1.526, H100 1.088, H101 1.094, H102 1.093
97 C -9.0472 -21.5102 -34.5124  S92 1.826, H103 1.087, H104 1.087, H105 1.086
98 H -9.8547 -20.2093 -31.9359  C95 1.096
99 H -10.9491 -21.6806 -31.6786  C95 1.088
100 H -11.5941 -18.5795 -31.4208  C96 1.088
101 H -11.4234 -19.8255 -30.1968  C96 1.094
102 H -12.7478 -19.8871 -31.3679  C96 1.093
103 H -8.7713 -21.9477 -35.4681  C97 1.087
104 H -8.5074 -21.9785 -33.6937  C97 1.087
105 H -8.9246 -20.4319 -34.4707  C97 1.086
106 O -20.1795 -13.7198 -22.0220  S107 1.439
107 S -20.7084 -14.0170 -23.3270  O106 1.439, O108 1.429, O109 1.618, C112 1.796
108 O -20.6019 -13.0564 -24.3799  S107 1.429
109 O -20.0721 -15.4481 -23.7328  S107 1.618, C110 1.452
110 C -20.1962 -15.8578 -25.1203  O109 1.452, C111 1.509, H113 1.092, H114 1.088
111 C -19.1052 -15.2211 -25.9453  C110 1.509, H115 1.088, H116 1.091, H117 1.094
112 C -22.4275 -14.4957 -23.1254  S107 1.796, H118 1.090, H119 1.085, H120 1.090
113 H -21.1756 -15.5740 -25.5118  C110 1.092
114 H -20.1244 -16.9419 -25.0590  C110 1.088
115 H -19.4392 -14.3309 -26.4731  C111 1.088
116 H -18.6557 -15.9407 -26.6303  C111 1.091
117 H -18.2186 -14.9372 -25.3716  C111 1.094
118 H -22.9792 -13.5813 -22.9070  C112 1.090
119 H -22.4958 -15.2507 -22.3496  C112 1.085
120 H -22.8878 -14.8528 -24.0471  C112 1.090
121 O -20.1765 -19.8159 -32.3348  S122 1.453
122 S -18.9117 -20.2260 -31.7486  O121 1.453, O123 1.432, O124 1.607, C127 1.797
123 O -18.9074 -21.0365 -30.5679  S122 1.432
124 O -18.1087 -20.9895 -32.9131  S122 1.607, C125 1.436
125 C -18.3933 -20.6033 -34.2666  O124 1.436, C126 1.505, H128 1.092, H129 1.090
126 C -17.4166 -21.3399 -35.1428  C125 1.505, H130 1.090, H131 1.094, H132 1.088
127 C -17.8325 -18.8133 -31.4853  S122 1.797, H133 1.086, H134 1.086, H135 1.088
128 H -18.3513 -19.5307 -34.4672  C125 1.092
129 H -19.4080 -20.9246 -34.5010  C125 1.090
130 H -17.6239 -21.1142 -36.1892  C126 1.090
131 H -17.5061 -22.4243 -35.0318  C126 1.094
132 H -16.3729 -21.1643 -34.8926  C126 1.088
133 H -16.9977 -19.2054 -30.9110  C127 1.086
134 H -18.4001 -18.0782 -30.9223  C127 1.086
135 H -17.4613 -18.4469 -32.4400  C127 1.088
136 O -12.5851 -14.9449 -34.0808  S137 1.441
137 S -11.5075 -15.0844 -33.1346  O136 1.441, O138 1.435, O139 1.616, C142 1.815
138 O -11.5220 -16.1447 -32.1684  S137 1.435
139 O -10.1037 -15.1494 -33.9320  S137 1.616, C140 1.411
140 C -10.0244 -14.6102 -35.2338  O139 1.411, C141 1.542, H143 1.091, H144 1.095
141 C -10.0660 -15.7026 -36.3216  C140 1.542, H145 1.095, H146 1.088, H147 1.088
142 C -11.2760 -13.5286 -32.2282  S137 1.815, H148 1.090, H149 1.087, H150 1.087
143 H -9.1545 -13.9959 -35.4715  C140 1.091
144 H -10.8405 -13.9139 -35.4510  C140 1.095
145 H -9.1135 -16.2378 -36.2542  C141 1.095
146 H -10.0956 -15.2490 -37.3099  C141 1.088
147 H -10.8148 -16.4753 -36.1602  C141 1.088
148 H -12.2589 -13.2563 -31.8434  C142 1.090
149 H -10.8743 -12.7741 -32.8991  C142 1.087
150 H -10.6138 -13.6899 -31.3813  C142 1.087
151 O -14.8481 -18.4120 -35.7663  S152 1.444
152 S -14.3431 -19.0492 -34.5728  O151 1.444, O153 1.443, O154 1.631, C157 1.760
153 O -15.0540 -18.9276 -33.3229  S152 1.443
154 O -14.1026 -20.6425 -34.8262  S152 1.631, C155 1.434
155 C -13.9696 -21.0760 -36.1863  O154 1.434, C156 1.516, H158 1.094, H159 1.090
156 C -13.7131 -22.5704 -36.1792  C155 1.516, H160 1.094, H161 1.091, H162 1.088
157 C -12.6692 -18.5446 -34.3720  S152 1.760, H163 1.089, H164 1.090, H165 1.087
158 H -13.1114 -20.5867 -36.6570  C155 1.094
159 H -14.8609 -20.7792 -36.7389  C155 1.090
160 H -14.5359 -23.1404 -35.7367  C156 1.094
161 H -12.8905 -22.8293 -35.5117  C156 1.091
162 H -13.5518 -22.9895 -37.1702  C156 1.088
163 H -12.1771 -19.2357 -33.6900  C157 1.089
164 H -12.7175 -17.5441 -33.9419  C157 1.090
165 H -12.2316 -18.5612 -35.3666  C157 1.087
166 O -15.2953 -9.1391 -31.7935  S167 1.438
167 S -14.1179 -9.9406 -31.5955  O166 1.438, O168 1.439, O169 1.632, C172 1.791
168 O -13.8041 -10.3372 -30.2482  S167 1.439
169 O -14.2049 -11.3014 -32.4914  S167 1.632, C170 1.456
170 C -14.8715 -11.2283 -33.7843  O169 1.456, C171 1.506, H173 1.091, H174 1.092
171 C -14.7730 -12.5732 -34.4538  C170 1.506, H175 1.091, H176 1.086, H177 1.092
172 C -12.7437 -9.1261 -32.4061  S167 1.791, H178 1.085, H179 1.086, H180 1.095
173 H -14.4562 -10.4141 -34.3808  C170 1.091
174 H -15.9040 -10.9660 -33.5439  C170 1.092
175 H -15.5186 -12.5724 -35.2508  C171 1.091
176 H -14.8517 -13.4307 -33.7927  C171 1.086
177 H -13.8198 -12.6526 -34.9808  C171 1.092
178 H -13.0314 -8.7402 -33.3788  C172 1.085
179 H -11.8348 -9.7071 -32.2811  C172 1.086
180 H -12.5705 -8.2284 -31.8042  C172 1.095
181 O -20.7064 -9.6764 -30.6506  S182 1.440
182 S -19.2758 -9.8357 -30.6988  O181 1.440, O183 1.453, O184 1.615, C187 1.815
183 O -18.5400 -10.7890 -29.8856  S182 1.453
184 O -18.8202 -10.1088 -32.2238  S182 1.615, C185 1.449
185 C -19.6527 -11.0458 -32.9502  O184 1.449, C186 1.525, H188 1.087, H189 1.093
186 C -18.7500 -11.8435 -33.8857  C185 1.525, H190 1.089, H191 1.092, H192 1.091
187 C -18.5241 -8.2141 -30.3843  S182 1.815, H193 1.088, H194 1.086, H195 1.089
188 H -20.4990 -10.5280 -33.3935  C185 1.087
189 H -20.0242 -11.8059 -32.2584  C185 1.093
190 H -19.2555 -12.7349 -34.2551  C186 1.089
191 H -17.9073 -12.2395 -33.3153  C186 1.092
192 H -18.3813 -11.2408 -34.7166  C186 1.091
193 H -17.5517 -8.1186 -30.8618  C187 1.088
194 H -18.4957 -8.0622 -29.3093  C187 1.086
195 H -19.1958 -7.5155 -30.8818  C187 1.089